No. 1
9
Properties=species:S:1:pos:R:3:forces:R:3:mulliken_charge:R:1 method="wB97M-V/def2-TZVPD" charge=0 multiplicity=1 homo_energy_ev=-9.548
C 0.863937 -0.331715 -0.326930 -1.026 1.101 0.083 -0.27
O 0.033554 -1.064843 0.467540 -0.244 -0.445 0.381 -0.31
C -1.132639 -0.382670 0.820319 -0.533 -0.158 0.381 0.65
O -1.947237 -0.908895 1.508483 0.373 0.385 -0.361 -0.45
C -1.177738 1.049461 0.193532 1.202 -0.228 -0.658 -0.32
N -0.056388 1.045816 -0.450231 2.230 -3.436 0.281 -0.02
H 0.547019 1.541403 -1.066954 -1.003 2.023 -0.321 0.18
H 1.838700 -0.127145 0.166143 -0.668 0.191 -0.237 0.27
H 1.030792 -0.821412 -1.311902 -0.330 0.566 0.451 0.28

---

No. 2
9
Properties=species:S:1:pos:R:3:forces:R:3:mulliken_charge:R:1 method="wB97M-V/def2-TZVPD" charge=0 smiles="C1=NO1.C=C=O" multiplicity=1 homo_energy_ev=-9.719
C -0.870417 2.060349 0.115440 -1.821 0.042 1.840 0.64
C 0.342298 2.535111 0.166240 -0.421 -0.551 1.088 -0.81
C 0.300791 -0.821280 1.142693 1.999 -2.810 0.254 0.41
N 0.865500 -1.197560 2.204568 -1.465 1.322 -0.375 -0.38
O -1.940374 1.698050 0.470068 1.686 0.214 -1.564 -0.39
O 1.434597 -1.465288 0.737087 0.272 0.412 -0.417 -0.33
H 0.652059 2.520627 1.205001 0.038 -0.068 0.187 0.27
H 1.040902 2.953571 -0.475982 0.536 0.365 -1.551 0.30
H -0.502222 -0.738664 0.439820 -0.824 1.075 0.539 0.29

---

No. 3
9
Properties=species:S:1:pos:R:3:forces:R:3:mulliken_charge:R:1 method="wB97M-V/def2-TZVPD" charge=0 smiles=N#C[C@]1(O)CO1 multiplicity=1 homo_energy_ev=-11.309
C 0.638678 -1.372833 0.528973 -1.592 1.408 -1.308 0.04
C -0.315222 1.017125 0.536126 0.396 -2.416 1.910 -0.45
C 0.043757 -0.260782 -0.167713 2.442 3.376 -2.939 0.75
N 1.040885 -2.180223 1.209463 0.983 -1.691 1.230 -0.32
O -1.235157 0.183353 -0.113791 -1.990 -1.599 0.146 -0.41
O 0.605437 0.056673 -1.575324 -3.434 -2.322 1.849 -0.50
H -0.387167 0.912712 1.649400 0.168 0.752 -1.105 0.25
H -0.139171 1.888205 -0.002085 0.571 1.610 -0.373 0.29
H -0.252040 -0.244230 -2.065049 2.458 0.881 0.590 0.34

---

No. 4
9
Properties=species:S:1:pos:R:3:forces:R:3:mulliken_charge:R:1 method="wB97M-V/def2-TZVPD" charge=0 multiplicity=1 homo_energy_ev=-9.228
O 2.180597 -0.111331 0.208739 0.535 -0.886 1.158 -0.65
C 0.978783 -0.366581 0.331473 0.895 -0.423 -0.022 0.46
N 0.337888 -1.551160 0.453321 0.404 0.132 0.183 -0.40
O -1.030092 -1.244326 0.236694 -0.205 0.611 -0.064 -0.04
C -1.222124 -0.035434 -0.131582 0.504 -0.150 -0.352 0.01
C 0.016001 0.699111 -0.166204 0.585 0.103 -0.719 -0.50
H 0.995988 0.615629 -0.907585 -3.076 0.711 -0.171 0.33
H -2.267409 0.265271 -0.207364 0.329 0.038 -0.101 0.41
H 0.010365 1.728819 0.182511 0.029 -0.135 0.088 0.37

---

No. 5
9
Properties=species:S:1:pos:R:3:forces:R:3:mulliken_charge:R:1 method="wB97M-V/def2-TZVPD" charge=0 smiles="O=c1[nH]cco1" multiplicity=1 homo_energy_ev=-9.385
O 2.146590 -0.949074 0.684257 -0.154 0.184 -0.053 -0.56
C 1.008335 -0.569624 0.593971 0.375 0.260 0.321 0.53
N 0.578554 0.685784 0.155456 0.235 0.301 0.030 -0.05
C -0.774580 0.762452 -0.023705 0.181 -0.441 -0.039 -0.05
C -1.366043 -0.373298 0.423562 2.520 -1.224 0.509 -0.53
O -0.088432 -1.237814 0.917566 0.416 1.193 0.440 -0.33
H 1.252583 1.388479 -0.086635 -0.034 0.194 0.043 0.20
H -1.208815 1.666611 -0.447445 -0.059 -0.496 0.056 0.39
H -1.359588 -1.412692 0.098874 -3.479 0.028 -1.306 0.41

---

No. 6
9
Properties=species:S:1:pos:R:3:forces:R:3:mulliken_charge:R:1 method="wB97M-V/def2-TZVPD" charge=0 smiles="N#CC(=O)CO" multiplicity=1 homo_energy_ev=-11.070
C 0.426294 -0.298489 -0.682709 0.022 -0.206 -0.849 -0.47
C 0.287074 0.701431 0.455361 2.258 0.297 0.982 0.57
O 0.654354 -1.633499 -0.268449 -0.238 0.207 0.541 -0.48
C -1.078966 1.024131 0.814791 -2.352 0.630 0.707 0.24
O 1.231384 1.186021 1.070101 -1.651 -0.798 -1.143 -0.46
N -2.191796 1.247481 1.065561 1.639 -0.356 -0.387 -0.32
H -0.145866 -1.970929 0.170591 0.380 0.140 -0.248 0.32
H -0.458666 -0.272459 -1.327679 -0.062 0.248 0.121 0.32
H 1.276184 0.016311 -1.297569 0.003 -0.161 0.276 0.27

---

No. 7
9
Properties=species:S:1:pos:R:3:forces:R:3:mulliken_charge:R:1 method="wB97M-V/def2-TZVPD" charge=0 smiles="N#C[C@@H](O)C=O" multiplicity=1 homo_energy_ev=-10.770
O 1.421252 -0.668346 0.342197 -0.343 -0.521 0.283 -0.51
C 0.275201 0.110273 0.201439 -0.018 1.481 0.624 0.49
C -0.130989 0.015435 -1.313137 -0.429 0.651 0.071 0.04
O -1.158535 0.457950 -1.742969 0.609 -0.171 0.285 -0.40
C -0.931747 0.073241 1.016911 -1.818 -0.947 0.346 -0.08
N -1.914001 0.498047 1.458891 0.582 -0.759 0.042 -0.39
H 1.504449 -1.041053 1.224564 -0.038 0.047 0.106 0.34
H 0.361900 1.110653 0.775977 1.457 -0.013 -2.302 0.17
H 0.572471 -0.556201 -1.963874 -0.002 0.231 0.545 0.35

---

No. 8
9
Properties=species:S:1:pos:R:3:forces:R:3:mulliken_charge:R:1 method="wB97M-V/def2-TZVPD" charge=0 multiplicity=1 homo_energy_ev=-10.388
C -1.501199 -2.142082 -0.142596 -0.213 1.170 -0.676 0.58
C -0.326264 -0.775057 -2.804822 0.151 1.000 -0.478 0.13
C -0.173953 -0.155155 -0.007472 4.181 0.940 3.275 -0.88
N -0.905621 -1.183504 -0.555336 -0.350 -1.412 0.346 -0.26
O -0.275748 -1.802309 -3.247660 0.065 -0.906 -0.521 -0.16
O -2.228246 -3.016225 0.056930 -0.358 -1.245 0.469 -0.42
H -0.486847 0.801903 -0.294111 -1.010 1.272 -0.269 0.38
H 0.941662 -0.077267 -0.190823 -0.985 -0.850 -1.175 0.31
H 0.037322 -0.203607 1.114293 -1.481 0.030 -0.971 0.33

---

No. 9
9
Properties=species:S:1:pos:R:3:forces:R:3:mulliken_charge:R:1 method="wB97M-V/def2-TZVPD" charge=0 multiplicity=1 homo_energy_ev=-11.407
O -0.004350 -0.232045 1.862856 -0.265 -0.959 1.095 -0.47
C -0.439051 -1.093020 1.137371 0.366 0.694 0.623 0.20
O -0.502355 -0.798388 -0.166749 0.056 0.209 -0.180 -0.21
C 0.035866 0.511874 -0.221352 -0.194 0.520 -3.151 -0.20
C 0.015490 0.977228 -2.072487 0.685 -0.874 2.398 -0.07
N 1.185185 0.863199 -2.121131 -0.602 0.229 -0.868 -0.32
H -0.781687 -2.088254 1.461517 0.021 0.248 -0.508 0.37
H -0.604784 1.288969 0.170610 0.119 -0.040 -0.072 0.37
H 1.095686 0.570436 -0.050635 -0.186 -0.027 0.663 0.33

---

No. 10
9
Properties=species:S:1:pos:R:3:forces:R:3:mulliken_charge:R:1 method="wB97M-V/def2-TZVPD" charge=0 smiles="N#C[C@@H](O)C=O" multiplicity=1 homo_energy_ev=-11.343
C -0.044510 0.667074 1.280469 -0.058 0.511 0.942 0.07
C 0.634528 -0.719688 -0.428987 1.516 -1.317 2.783 0.04
C -0.512005 0.028562 0.104665 0.018 0.074 -1.254 0.26
N 0.312855 0.989154 2.310256 0.550 0.620 1.141 -0.34
O 1.037541 -0.605852 -1.520804 0.553 0.362 -2.800 -0.45
O -1.050636 0.811599 -0.849618 1.108 1.513 -3.513 -0.56
H 1.186293 -1.293447 0.347845 -0.161 -0.275 -0.263 0.34
H -1.207547 -0.688612 0.402837 -1.484 -1.484 0.780 0.25
H -0.356519 0.811212 -1.646665 -2.043 -0.004 2.183 0.39

---

No. 11
9
Properties=species:S:1:pos:R:3:forces:R:3:mulliken_charge:R:1 method="wB97M-V/def2-TZVPD" charge=0 smiles="C=CN1OC1=O" multiplicity=1 homo_energy_ev=-9.499
C 0.664979 0.468336 -0.138466 0.578 0.824 -0.478 0.07
C -1.944531 0.116753 -0.176348 2.392 -0.467 0.529 0.76
C 1.558181 -0.493863 0.167598 -4.837 0.652 0.632 -0.72
N -0.695558 0.524905 0.300051 0.479 1.148 -0.308 -0.19
O -2.905194 0.341605 -0.812516 0.410 -0.336 0.487 -0.42
O -1.304387 -0.767377 0.677063 -1.873 -0.447 -0.516 -0.34
H 1.003845 1.440172 -0.604752 -0.725 -1.212 0.441 0.28
H 2.511266 -0.300804 -0.136906 2.536 -0.183 -0.432 0.31
H 1.111395 -1.329726 0.724280 1.039 0.020 -0.356 0.25

---

No. 12
9
Properties=species:S:1:pos:R:3:forces:R:3:mulliken_charge:R:1 method="wB97M-V/def2-TZVPD" charge=0 smiles=Oc1ccon1 multiplicity=1 homo_energy_ev=-9.904
O 2.082852 0.064567 -0.024487 -0.040 -0.055 0.044 -0.49
C 0.749374 -0.075686 0.026706 -0.271 -0.370 -0.077 0.63
N 0.280040 -1.293865 -0.021053 0.156 0.172 -0.049 -0.46
O -1.085119 -1.172189 -0.032173 -0.364 0.032 0.003 -0.10
C -1.400220 0.122645 0.017760 -0.002 0.072 0.006 -0.14
C -0.291902 0.903917 0.077572 -0.061 -0.170 -0.071 -0.55
H 2.386121 -0.855066 -0.150421 0.271 0.460 0.087 0.36
H -2.460878 0.321731 -0.027642 0.129 0.156 0.110 0.42
H -0.260268 1.983945 0.133741 0.183 -0.294 -0.052 0.34

---

No. 13
9
Properties=species:S:1:pos:R:3:forces:R:3:lowdin_spin:R:1 method="wB97M-V/def2-TZVPD" charge=0 multiplicity=3 homo_energy_ev="-8.124 / -10.440"
C 2.817293 -0.519728 0.695361 -3.741 0.768 -2.522 0.10
C 0.691119 -0.204667 -0.794939 -1.959 -1.211 -1.233 0.06
C 1.659902 -0.328841 0.028390 1.515 0.020 0.125 0.48
N 3.852770 -0.590924 1.140036 4.029 -0.470 2.178 0.25
O -0.841541 -0.373913 1.585416 2.178 -2.617 -1.187 0.25
O 0.434595 -0.717021 1.954498 -3.120 0.884 1.057 0.78
H -0.382179 -0.168678 -0.336366 1.955 0.252 -1.687 0.03
H 0.921326 -0.498892 -1.882170 -0.815 0.829 1.375 0.04
H -1.200314 0.321722 2.095500 -0.043 1.544 1.895 0.00

---

No. 14
11
Properties=species:S:1:pos:R:3:forces:R:3:mulliken_charge:R:1 method="wB97M-V/def2-TZVPD" charge=0 multiplicity=1 homo_energy_ev="-8.422 / -8.489"
C 0.135281 -0.200178 0.112204 -1.940 -1.649 -0.038 0.70
C -0.399893 1.174672 0.200329 -3.191 0.178 -0.160 0.43
C 1.545568 -0.339556 -0.245492 1.029 2.544 0.129 -1.01
N -1.763623 1.362947 -0.150959 0.481 -3.267 0.195 -0.35
O -0.569166 -1.327462 0.284324 3.320 2.217 -0.604 -0.27
O 0.265567 2.126670 0.488518 1.404 0.383 0.372 -0.52
P -2.855922 0.129770 -0.180728 -0.424 -0.101 0.314 0.08
P -2.111770 -1.991598 0.389691 -0.428 3.371 -0.519 -0.02
H 1.963271 -0.734049 0.647965 1.049 -1.159 0.419 0.32
H 2.116563 0.658667 -0.383656 -1.546 -1.358 0.323 0.30
H 1.674129 -0.859880 -1.162201 0.246 -1.159 -0.431 0.36

---

No. 15
10
Properties=species:S:1:pos:R:3:forces:R:3:mulliken_charge:R:1 method="wB97M-V/def2-TZVPD" charge=0 smiles="O=C[C@H]1ON=CS1" multiplicity=1 homo_energy_ev=-9.242
C 0.504609 0.335447 -1.460896 -0.333 -0.439 0.062 -0.02
C -0.262530 0.771626 -0.209667 -0.335 -0.057 -0.063 -0.01
C 0.018384 -0.946765 1.475777 -0.346 -0.126 -0.153 -0.07
H 1.375037 0.968908 -1.685568 0.208 0.110 -0.114 0.35
H -0.607496 1.810040 -0.291977 0.059 -0.238 -0.051 0.39
H 0.359079 -1.682500 2.190567 0.070 0.042 -0.078 0.40
N -1.048575 -1.160013 0.816786 0.438 0.066 0.376 -0.29
O 0.213226 -0.631778 -2.107897 0.162 0.407 0.207 -0.42
O -1.380208 -0.061008 0.035536 0.019 0.337 -0.240 -0.20
S 0.828474 0.596044 1.237339 0.057 -0.101 0.054 -0.12

---

No. 16
10
Properties=species:S:1:pos:R:3:forces:R:3:mulliken_charge:R:1 method="wB97M-V/def2-TZVPD" charge=0 multiplicity=1 homo_energy_ev=-9.382
C -0.168438 -1.361529 0.171810 4.417 -3.990 1.483 0.09
C 1.162669 -0.616766 0.114430 -2.775 3.045 -0.896 0.55
C 0.822297 1.034142 0.151158 1.748 1.888 0.752 0.04
H -3.112680 0.066485 -0.109161 -0.603 0.282 -0.135 0.16
H 0.252748 -2.400970 0.551654 -1.911 1.006 -1.429 0.24
H -0.303714 1.554004 0.478373 3.538 -1.545 -0.622 0.24
N -1.338882 -1.104223 -0.137198 -0.789 1.261 1.075 -0.37
O 2.200562 -1.111170 -0.184620 -0.401 0.302 0.628 -0.42
O 1.764214 1.772827 -0.062530 -1.637 -1.024 0.171 -0.40
S -1.880097 0.555106 -0.037980 -1.587 -1.226 -1.030 -0.15

---

No. 17
10
Properties=species:S:1:pos:R:3:forces:R:3:mulliken_charge:R:1 method="wB97M-V/def2-TZVPD" charge=0 multiplicity=1 homo_energy_ev="-8.546 / -9.582"
C -0.008774 -0.063588 -0.489728 1.593 -1.121 1.812 -0.12
C 1.292663 0.223186 -0.176941 -0.269 -2.239 -0.664 -0.34
C -0.472791 -1.337265 0.082753 1.033 -0.642 1.078 -0.02
N -1.625333 -1.853344 -0.085603 -0.296 0.344 0.213 0.15
O -2.370937 -2.761005 0.233822 1.022 0.480 -0.188 -0.44
O 3.474844 -1.345603 0.237836 0.866 -0.025 -0.942 -0.44
S 2.259196 -0.858905 0.886077 -1.280 0.945 1.027 0.27
H -0.542213 0.618569 -1.099485 -0.732 0.083 -0.744 0.39
H 1.884891 0.586727 -0.969628 0.803 1.724 -0.384 0.36
H 0.488759 -1.846050 0.679683 -2.739 0.451 -1.208 0.19

---

No. 18
10
Properties=species:S:1:pos:R:3:forces:R:3:mulliken_charge:R:1 method="wB97M-V/def2-TZVPD" charge=0 multiplicity=1 homo_energy_ev=-9.633
C 1.350161 -0.358754 0.157005 0.908 1.609 -1.156 0.30
C -0.708610 0.199658 -0.098361 2.503 -3.239 1.727 0.10
C 0.555062 0.993144 0.065200 -0.075 -0.329 -4.324 -0.23
N 0.295402 -1.150915 0.076418 -5.889 3.952 0.167 -0.16
O 2.490617 -0.681602 0.159074 1.308 0.230 0.342 -0.55
O -3.080473 -0.747114 0.014804 -0.941 -1.085 0.048 -0.50
S -2.292214 0.464078 0.073540 1.390 0.593 -0.398 0.26
H 0.645316 1.655927 0.827208 0.107 1.833 2.492 0.33
H 0.666306 1.620886 -0.932128 0.534 -1.442 1.869 0.22
H 0.078437 -1.995309 -0.342757 0.156 -2.122 -0.766 0.23

---

No. 19
11
Properties=species:S:1:pos:R:3:forces:R:3:mulliken_charge:R:1 method="wB97M-V/def2-TZVPD" charge=0 smiles="O=S(=O)=C1C=NSC1" multiplicity=1 homo_energy_ev="-9.396 / -8.782"
C -0.697449 -0.627873 1.223697 1.632 0.314 -1.220 -0.37
C -0.206127 -0.576924 -0.120717 0.272 -0.184 1.517 0.15
C 0.401032 0.737539 -0.390648 -1.821 -0.341 2.132 -0.57
N -0.454672 0.404779 1.981802 -1.017 -0.126 0.894 -0.37
O 1.024511 -2.086945 -1.956859 0.095 -0.107 0.286 -0.50
O -0.825272 -2.955413 -0.480213 -0.291 -1.496 0.111 -0.50
S 0.199837 1.670601 1.223078 0.324 -0.220 -0.700 0.08
S 0.362079 -2.169176 -0.669439 -0.540 1.654 -0.790 0.78
H -0.894557 -1.578618 1.621574 -1.012 -0.883 0.856 0.47
H 1.424543 0.583762 -0.482588 1.854 0.550 -1.515 0.44
H -0.308420 1.221400 -1.017030 0.505 0.838 -1.570 0.38

---

No. 20
11
Properties=species:S:1:pos:R:3:forces:R:3:mulliken_charge:R:1 method="wB97M-V/def2-TZVPD" charge=0 smiles="O=C1CN(S)C(=S)O1" multiplicity=1 homo_energy_ev=-9.217
C -0.323536 0.568813 -1.402884 1.604 2.460 -1.407 -0.38
C 1.111640 0.006360 -1.610687 -4.148 1.539 -0.926 0.47
C 0.412611 -0.262999 0.512198 1.206 -3.045 1.491 0.21
H -2.162743 0.081229 1.852041 0.356 0.519 -1.407 0.18
H 0.005694 1.686961 -1.536683 -2.024 -1.598 -0.428 0.27
H -1.074245 0.000498 -1.912772 -0.327 0.762 -1.761 0.44
N -0.609901 0.280433 -0.071396 -2.395 1.419 2.354 -0.03
O 1.756159 0.220098 -2.567809 1.574 -0.457 -0.868 -0.50
O 1.316948 -0.625496 -0.517600 2.718 -1.410 2.720 -0.25
S -2.235789 0.770087 0.623590 1.902 -1.016 0.451 -0.07
S 0.717755 -0.917685 1.988204 -0.466 0.827 -0.222 -0.33

---

Energy relative to the best compared isomer or geometry (same formula, charge and spin) in kcal per mole, matching the order above: 76.8, 146.0, 78.3, 125.0, 76.0, 47.2, 68.9, 40.8, 99.0, 51.2, 101.2, 50.6, 80.4, 20.2, 79.4, 119.4, 157.3, 93.0, 84.7, 39.8